This record from the Open Molecules 2025 dataset describes a structure of composition C40H23ClIN10O7V. The level of theory is the ωB97M-V functional and the def2-TZVPD basis.

Output
**Frontier orbital gap (spin up / spin down)**: 6.11 / 6.93 eV
**⟨S²⟩**: 3.777
**Highest occupied orbital energy (spin up / spin down)**: -4.330 / -5.556 eV
**Calculated total energy**: -4314.548437 a.u.
**2S+1**: 4
**Energy above the lowest of the compared OMol25 structures with the same formula, charge and spin**: 1.640 eV
**Charge**: -1

Each line ends with the Löwdin spin population.
Atoms and positions in Å:
C 2.104 1.541 -1.184  0.005
H -3.038 0.065 2.339  0.000
N 3.212 -3.666 1.482  0.184
H -2.140 -7.832 1.551  0.000
C -0.830 2.512 -3.083  0.000
Cl -6.106 0.377 -2.200  0.001
O 1.436 -0.275 1.946  0.019
N 1.322 -2.169 -0.126  0.200
C 0.991 -3.560 0.190  0.016
H 3.480 3.127 -1.562  0.004
H -0.605 -2.903 -1.869  0.001
C 4.463 1.349 -0.826  0.013
C -3.707 -1.635 -2.351  0.010
C -0.217 0.639 3.310  0.001
H 1.367 1.601 5.022  0.000
C 4.249 0.046 -0.435  0.038
C 0.803 3.686 -1.361  0.000
N 8.414 3.044 -0.912  0.000
N -2.267 0.468 2.853  0.000
H -0.065 -6.480 1.389  0.000
C 2.616 -1.810 0.042  0.243
N -0.134 4.454 -1.911  0.000
H -1.531 2.022 -3.751  0.000
H -2.781 -3.474 -2.929  0.000
H 1.876 -5.220 1.293  0.003
C -3.456 -6.136 1.531  0.001
N -1.237 -1.093 -1.182  -0.002
H -4.968 2.517 -0.761  0.000
O 0.862 2.073 5.753  0.000
H 6.495 1.018 0.980  0.000
H 8.758 2.016 0.840  0.000
C -3.522 -0.406 -1.695  0.000
C -2.917 1.973 -0.328  0.005
I -2.519 3.717 0.735  0.001
C 7.511 3.315 -1.858  0.000
O -0.717 1.117 0.067  0.013
C 1.222 0.397 3.014  0.005
V 0.101 -0.694 0.437  1.930
C 0.963 2.349 -1.716  0.000
N -0.858 -2.281 1.243  0.002
C -1.437 -2.212 -1.831  0.011
C -2.204 -6.751 1.494  0.002
C -1.914 1.022 -0.425  0.003
O -1.232 2.475 6.365  0.000
C 5.832 1.935 -0.852  0.000
C 2.946 -0.463 -0.396  0.032
H 0.854 -4.177 -0.697  0.007
C 3.526 -2.605 0.814  0.046
O -3.118 -1.720 1.302  0.016
N 0.140 1.759 -2.572  -0.001
C -2.665 -2.521 -2.432  -0.001
C -0.117 -3.526 1.253  0.007
C -1.160 -4.619 1.319  0.002
H 5.547 3.039 -2.678  0.000
C 6.226 2.794 -1.869  0.000
H -4.522 -4.248 1.517  0.000
C -2.251 -0.188 -1.137  0.005
H 4.558 -2.270 0.909  -0.002
C -2.187 -2.533 1.325  0.012
H -4.350 -6.744 1.616  0.000
C -0.445 2.002 5.572  0.000
C 8.023 2.223 0.068  0.000
C -2.396 -4.018 1.373  0.000
C -0.950 3.859 -2.781  -0.001
H 1.422 4.132 -0.587  0.000
H -3.126 1.505 4.510  0.000
H 7.834 3.982 -2.651  0.000
C -4.501 0.608 -1.537  0.004
C 3.362 2.105 -1.223  0.058
O 2.089 0.829 3.784  0.008
N 1.880 0.295 -0.753  0.068
N -1.053 0.146 2.424  -0.003
H -1.710 4.476 -3.249  0.000
C -2.237 1.158 4.006  0.000
O 0.898 -3.667 2.295  0.010
C -4.204 1.757 -0.872  -0.001
H 5.085 -0.587 -0.178  0.001
C 6.762 1.652 0.141  0.000
C 1.858 -4.130 1.302  0.020
C -1.037 -5.995 1.396  0.001
C -3.562 -4.749 1.477  0.002
C -0.915 1.308 4.346  0.000
H -4.673 -1.872 -2.779  0.001